No. 1
Entry from the OMol25 dataset: a 2-piece molecular cluster, C4H9NO3 overall in a non-equilibrium geometry (the ωB97M-V functional and the def2-TZVPD basis).

The total energy is -438.26707 a.u. The energy above the lowest of the compared OMol25 structures with the same formula, charge and spin comes out at 1.6872 eV. Its SMILES is O=CCCNC=O.O. The calculation puts the largest force on an atom at 0.051 Eh/bohr.

The geometry in ORCA input format:
```
! wB97M-V def2-TZVPD RIJCOSX def2/J DEFGRID3
* xyz 0 1
O 0.14 -2.63 -2.79
C -0.17 -2.35 -1.67
C 0.45 -1.31 -0.82
C -0.69 -0.70 0.05
N -0.37 0.59 0.66
C -0.40 0.84 1.97
O -0.25 1.99 2.38
H -1.03 -2.90 -1.19
H 1.24 -1.68 -0.13
H 0.94 -0.51 -1.40
H -1.60 -0.53 -0.56
H -1.02 -1.47 0.75
H -0.01 1.28 -0.04
H -0.46 0.03 2.70
O 1.15 2.74 0.06
H 0.22 3.02 0.13
H 1.30 2.67 1.02
*
```

Results of the natural (NBO) charge analysis, in e, for atoms 1 through 5: -0.49, 0.44, -0.53, -0.21, -0.62

***

No. 2
Entry from the OMol25 dataset: C41H28AsF6GdN8 as an isolated structure in a non-equilibrium geometry (the ωB97M-V functional and the def2-TZVPD basis).

The total energy is -5617.72878 a.u. The energy above the lowest of the compared OMol25 structures with the same formula, charge and spin comes out at 3.6935 eV. As for the expectation value of S²: 12.3623. The calculation puts the largest force on an atom at 0.085 Eh/bohr.

The geometry in ORCA input format:
```
! wB97M-V def2-TZVPD RIJCOSX def2/J DEFGRID3
* xyz 1 7
Gd 0.16 0.09 -0.42
C -4.26 -4.75 -2.41
C -3.70 -5.48 -1.30
C -2.95 -4.80 -0.31
C -2.69 -3.41 -0.50
C -2.08 -2.42 0.32
N -2.05 -1.25 -0.28
C -2.77 -1.37 -1.41
N -3.12 -0.41 -2.24
C -2.83 0.90 -1.93
C -3.53 2.04 -2.57
C -4.59 2.08 -3.47
C -4.93 3.34 -3.91
C -4.16 4.44 -3.56
C -3.16 4.36 -2.64
C -2.87 3.13 -2.17
C -1.90 2.72 -1.19
N -1.12 3.59 -0.62
C -0.41 3.29 0.44
N -0.56 2.12 1.18
C 0.39 2.15 2.19
N 0.51 1.30 3.18
C -0.10 0.13 3.04
N -0.51 -0.50 1.86
C -1.15 -1.63 2.27
N -1.69 -2.57 1.57
C -1.21 -1.74 3.75
C -1.89 -2.60 4.59
C -1.83 -2.35 5.98
C -1.27 -1.15 6.42
C -0.58 -0.25 5.57
C -0.53 -0.62 4.23
C 1.16 3.45 2.15
C 2.24 3.96 2.83
C 2.80 5.15 2.36
C 2.43 5.75 1.14
C 1.33 5.16 0.42
C 0.72 4.12 0.99
N -1.86 1.36 -1.10
C -3.21 -2.74 -1.58
C -3.92 -3.37 -2.55
H -4.92 -5.19 -3.14
H -3.81 -6.55 -1.28
H -2.67 -5.41 0.55
H -5.04 1.18 -3.84
H -5.71 3.48 -4.64
H -4.41 5.40 -3.99
H -2.51 5.20 -2.37
H -2.42 -3.43 4.20
H -2.18 -3.02 6.75
H -1.21 -0.88 7.53
H -0.29 0.74 5.97
H 2.58 3.61 3.77
H 3.62 5.63 2.89
H 2.90 6.60 0.71
H 1.00 5.47 -0.55
H -4.52 -2.80 -3.26
C 4.99 -0.22 -2.33
C 4.39 -1.25 -1.48
C 4.31 -0.99 -0.13
C 3.86 -1.98 0.85
C 3.59 -1.69 2.27
C 3.51 -3.27 0.25
C 3.51 -3.49 -1.11
C 3.44 -4.92 -1.63
C 4.03 -2.54 -1.95
H 5.32 -0.49 -3.31
H 5.85 0.09 -1.71
H 4.36 0.69 -2.61
H 4.37 0.09 0.04
H 2.52 -1.57 2.36
H 3.90 -0.73 2.61
H 3.98 -2.37 2.99
H 3.41 -4.07 0.90
H 3.51 -4.89 -2.65
H 2.43 -5.32 -1.54
H 4.19 -5.48 -1.15
H 4.15 -2.56 -3.05
F 0.57 -1.79 -1.15
As 0.57 3.41 -3.47
F 1.98 0.41 0.59
F 0.40 4.60 -4.74
F 2.02 2.87 -4.18
F 1.30 4.60 -2.47
F 0.84 1.62 -1.79
*
```

Results of the Mulliken charge analysis, in e, for atoms 1 through 5: 1.22, -0.65, -0.63, -0.54, 0.38

***

No. 3
Entry from the OMol25 dataset: C33H28BrILuN6O4 as an isolated structure in a non-equilibrium geometry (the ωB97M-V functional and the def2-TZVPD basis).

The total energy is -6011.03376 a.u. The energy above the lowest of the compared OMol25 structures with the same formula, charge and spin comes out at 0.0000 eV. The calculation puts the largest force on an atom at 0.056 Eh/bohr.

The geometry in ORCA input format:
```
! wB97M-V def2-TZVPD RIJCOSX def2/J DEFGRID3
* xyz 1 1
Lu 0.72 0.07 -0.23
C -0.13 4.45 1.45
C 0.42 3.17 0.94
N -0.23 2.25 0.39
N -1.52 2.44 -0.03
C -1.83 1.51 -0.93
O -1.03 0.59 -1.31
C -3.16 1.66 -1.51
C -3.59 0.96 -2.65
C -4.84 1.16 -3.15
C -5.77 2.01 -2.52
C -5.34 2.68 -1.38
C -4.06 2.58 -0.96
C 1.76 2.67 1.42
C 2.41 3.29 2.46
C 3.69 2.85 2.83
C 4.30 1.78 2.20
C 3.48 1.12 1.30
N 2.29 1.55 0.87
H -1.11 4.56 0.93
H 0.52 5.31 1.25
H -0.31 4.39 2.54
H -2.88 0.31 -3.11
H -5.05 0.75 -4.13
H -6.72 2.27 -3.03
H -6.03 3.33 -0.87
H -3.60 3.12 -0.14
H 2.00 4.14 2.96
H 4.20 3.32 3.67
H 5.20 1.35 2.47
H 3.75 0.11 1.01
C 4.14 -3.24 -0.60
C 2.97 -3.71 0.13
N 3.00 -4.95 0.54
C 1.88 -5.49 1.07
C 0.82 -4.78 1.50
C -0.33 -5.40 2.22
O -0.54 -4.74 3.44
C 0.79 -3.39 1.09
C -0.31 -2.59 1.56
N -0.53 -1.37 1.13
C -1.68 -0.70 1.64
C -2.93 -0.82 1.02
C -4.02 -0.16 1.61
C -3.91 0.55 2.76
C -2.64 0.78 3.33
C -1.56 0.08 2.78
I 0.35 0.27 3.71
C 1.86 -2.85 0.40
O 2.03 -1.62 0.06
H 4.72 -4.06 -0.98
H 4.77 -2.60 0.04
H 3.84 -2.55 -1.38
H 1.90 -6.56 1.36
H -0.05 -6.47 2.37
H -1.19 -5.39 1.55
H -1.40 -5.09 3.78
H -0.97 -3.04 2.28
H -3.10 -1.47 0.20
H -4.99 -0.31 1.16
H -4.81 0.94 3.30
H -2.51 1.26 4.28
O 3.00 1.00 -6.32
C 2.53 0.84 -5.08
C 2.76 1.74 -4.05
C 2.29 1.46 -2.81
N 1.64 0.33 -2.46
C 1.41 -0.50 -3.49
Br 0.46 -2.07 -3.02
C 1.79 -0.33 -4.81
H 3.47 1.84 -6.47
H 3.44 2.56 -4.15
H 2.58 2.07 -1.96
H 1.50 -1.16 -5.46
*
```

Results of the Mulliken charge analysis, in e, for atoms 1 through 5: 1.73, -1.74, 0.49, 0.82, -1.07

***

No. 4
Entry from the OMol25 dataset: a single C11H21N4OP molecule (the ωB97M-V functional and the def2-TZVPD basis).

The total energy is -1067.27007 a.u. Its SMILES is CCP(C)c1nnc(OC[C@H](C)C(C)C)nn1. The calculation puts the largest force on an atom at 0.010 Eh/bohr.

The geometry in ORCA input format:
```
! wB97M-V def2-TZVPD RIJCOSX def2/J DEFGRID3
* xyz 0 1
C 2.65 -0.78 2.66
C 3.98 -0.28 2.09
P 3.80 1.22 1.04
C 5.19 1.04 -0.17
C 2.41 0.68 -0.05
N 1.58 1.64 -0.46
N 0.56 1.30 -1.21
C 0.43 0.02 -1.51
O -0.60 -0.32 -2.27
C -1.56 -1.19 -1.63
C -2.25 -0.56 -0.41
C -2.61 -1.66 0.61
C -3.50 0.25 -0.80
C -3.18 1.25 -1.92
C -3.99 1.03 0.43
N 1.27 -0.95 -1.14
N 2.29 -0.60 -0.40
H 2.26 -1.61 2.06
H 2.77 -1.13 3.69
H 1.89 0.00 2.66
H 4.62 0.05 2.91
H 4.53 -1.08 1.57
H 4.83 1.35 -1.15
H 5.98 1.73 0.13
H 5.56 0.02 -0.22
H -1.07 -2.13 -1.37
H -2.30 -1.41 -2.40
H -1.57 0.13 0.10
H -3.61 -2.07 0.41
H -2.60 -1.26 1.62
H -1.89 -2.48 0.59
H -4.27 -0.45 -1.12
H -2.30 1.84 -1.64
H -4.02 1.95 -2.06
H -2.96 0.76 -2.87
H -4.42 0.37 1.19
H -3.15 1.56 0.89
H -4.74 1.77 0.15
*
```

Results of the natural (NBO) charge analysis, in e, for atoms 1 through 5: -0.62, -0.71, 0.79, -0.93, 0.03

***

No. 5
Entry from the OMol25 dataset: a 2-piece molecular cluster, C2H7OP overall in a non-equilibrium geometry (the ωB97M-V functional and the def2-TZVPD basis).

The total energy is -496.83059 a.u. The energy above the lowest of the compared OMol25 structures with the same formula, charge and spin comes out at 4.2113 eV. The calculation puts the largest force on an atom at 0.074 Eh/bohr.

The geometry in ORCA input format:
```
! wB97M-V def2-TZVPD RIJCOSX def2/J DEFGRID3
* xyz 0 1
C -0.48 -1.80 0.43
C 0.33 0.18 -0.63
O -0.62 0.78 -1.44
P 0.83 1.07 0.87
H -1.40 -1.34 0.66
H -0.37 -2.76 -0.03
H 0.19 -1.48 1.12
H 1.31 -0.16 -1.14
H -0.88 1.62 -1.00
H -0.39 1.68 1.00
H 1.49 2.21 0.15
*
```

Results of the natural (NBO) charge analysis, in e, for atoms 1 through 5: -0.57, -0.16, -0.70, 0.29, 0.19